[1]
The following is a quantum chemistry calculation of 8 unconnected molecules or ions with the total composition C43H106Cl3N7O14, from OMol25.

LUMO level in eV: 0.380
HOMO in Eh: -0.3100
SMILES: COCCNCCOC.COCCNCCOC.COCCNCCOC.COCCNCCOC.COCCNCCOC.COCCNCCOC.COCCNCCOC.ClC(Cl)Cl
Frontier orbital gap in eV: 8.81

Last column: Mulliken charge in e.
Geometry (Å):
C -0.6120 -2.8252 0.5544  0.069
Cl 0.9098 -2.7139 -0.3891  -0.117
Cl -1.9638 -3.6089 -0.4240  -0.134
Cl -1.0279 -1.1418 0.9436  -0.105
H -0.4290 -3.4873 1.4007  0.284
C 0.3065 -0.1161 -8.4169  -0.805
O 1.0572 -0.6905 -9.4810  -0.284
C 2.4630 -1.0177 -9.2226  -0.556
C 3.4535 -0.9036 -10.3769  -0.564
N 3.2290 -1.8644 -11.4783  -0.440
C 1.8479 -1.8569 -12.0389  -0.560
C 1.6886 -0.7115 -13.0448  -0.334
O 0.3757 -0.7223 -13.5070  -0.344
C 0.2460 -0.0274 -14.7672  -0.749
H 0.3623 -0.7721 -7.5482  0.319
H -0.7569 0.0020 -8.6253  0.264
H 0.6274 0.8912 -8.1514  0.302
H 2.5899 -2.0287 -8.8356  0.296
H 2.9206 -0.3112 -8.5301  0.416
H 4.4415 -1.0214 -9.9318  0.362
H 3.3302 0.0643 -10.8628  0.351
H 3.8091 -1.5394 -12.2386  0.297
H 1.0743 -1.7817 -11.2747  0.246
H 1.6205 -2.8179 -12.5002  0.276
H 2.4245 -0.9739 -13.8048  0.348
H 1.8589 0.3020 -12.6816  0.288
H 0.7870 0.9186 -14.7900  0.303
H -0.7809 0.2323 -15.0243  0.268
H 0.6696 -0.6694 -15.5395  0.301
C -14.9407 2.5629 11.2659  -0.790
O -14.3691 2.6916 10.0010  -0.296
C -13.9080 1.5026 9.4411  -0.449
C -13.0156 1.8018 8.1892  -0.622
N -12.3622 0.5749 7.6848  -0.465
C -11.6815 0.9121 6.3989  -0.601
C -10.5765 0.0153 6.0155  -0.510
O -9.5651 -0.0532 7.0352  -0.326
C -8.5023 -0.9809 6.6320  -0.717
H -15.2975 3.5710 11.4766  0.296
H -14.2901 2.5020 12.1384  0.311
H -15.8065 1.9132 11.3941  0.300
H -14.8412 0.9871 9.2145  0.330
H -13.1992 0.9620 10.0683  0.278
H -12.2696 2.5391 8.4860  0.347
H -13.6961 2.3338 7.5243  0.346
H -11.5529 0.3824 8.2575  0.308
H -11.2719 1.9156 6.5150  0.352
H -12.4942 0.8881 5.6728  0.323
H -10.1225 0.4722 5.1362  0.361
H -10.9673 -0.9461 5.6820  0.386
H -7.8614 -0.9089 7.5107  0.248
H -7.8854 -0.6197 5.8092  0.290
H -8.8659 -1.9813 6.3977  0.300
C -0.9276 -9.0063 -7.4959  -0.789
O -0.1617 -9.9354 -6.7077  -0.314
C -0.3496 -9.7345 -5.3253  -0.595
C 0.1969 -10.9992 -4.5312  -0.687
N -0.6154 -12.1549 -4.9521  -0.310
C -0.1203 -13.4497 -4.4020  -0.734
C -0.8517 -14.6029 -5.0117  -0.575
O -0.5753 -14.5968 -6.3900  -0.312
C -1.6329 -15.1517 -7.1967  -0.736
H -1.9947 -9.2018 -7.6014  0.317
H -0.5090 -8.9548 -8.5010  0.260
H -0.9539 -7.9928 -7.0955  0.323
H -1.3973 -9.6565 -5.0348  0.358
H 0.1958 -8.8969 -4.8905  0.434
H 0.0324 -10.8741 -3.4609  0.374
H 1.2567 -11.1017 -4.7642  0.369
H -0.7181 -12.2579 -5.9516  0.273
H -0.2189 -13.4305 -3.3166  0.375
H 0.9520 -13.6132 -4.5093  0.340
H -1.8851 -14.6463 -4.6677  0.411
H -0.3545 -15.5158 -4.6839  0.358
H -2.0430 -16.0344 -6.7060  0.318
H -1.2817 -15.4062 -8.1967  0.249
H -2.4806 -14.4794 -7.3291  0.291
C 9.1260 -3.6450 -2.9977  -0.782
O 10.2857 -2.8519 -2.7398  -0.299
C 10.8142 -2.3021 -3.9419  -0.665
C 12.1428 -1.5509 -3.6909  -0.563
N 11.7158 -0.2619 -3.1389  -0.384
C 12.7959 0.7324 -2.8444  -0.734
C 13.6464 0.1362 -1.6782  -0.435
O 12.8737 0.3441 -0.4844  -0.345
C 13.6196 -0.0571 0.7053  -0.733
H 8.2702 -3.0914 -3.3838  0.310
H 8.8411 -4.2053 -2.1072  0.264
H 9.2917 -4.4529 -3.7104  0.312
H 10.0764 -1.6653 -4.4300  0.351
H 10.9822 -3.1798 -4.5660  0.470
H 12.7295 -1.2714 -4.5660  0.409
H 12.8028 -2.1227 -3.0386  0.223
H 11.3576 -0.5153 -2.2292  0.272
H 12.3335 1.6797 -2.5671  0.296
H 13.3465 0.9956 -3.7475  0.361
H 14.5908 0.6716 -1.5807  0.507
H 13.9091 -0.9113 -1.8265  0.328
H 14.2622 0.8030 0.8936  0.285
H 14.0464 -1.0530 0.5871  0.290
H 13.0318 -0.2475 1.6033  0.264
C -1.1875 5.9278 5.6219  -0.730
O -0.6710 6.7431 6.7332  -0.324
C -0.9961 6.1211 8.0250  -0.569
C -0.2576 6.8370 9.1673  -0.802
N 1.1694 7.1438 9.0084  -0.309
C 2.0260 5.9572 9.0304  -0.524
C 3.4481 6.3305 8.5696  -0.615
O 3.3951 6.9980 7.3194  -0.278
C 4.6262 7.4710 6.9112  -0.830
H -2.2711 5.9732 5.5136  0.288
H -0.9640 4.8991 5.9046  0.306
H -0.6959 6.1115 4.6665  0.268
H -0.8254 5.0488 8.1210  0.368
H -2.0619 6.1129 8.2534  0.470
H -0.3250 6.2084 10.0552  0.367
H -0.8623 7.7216 9.3670  0.350
H 1.4503 7.7297 8.2351  0.318
H 1.6049 5.1159 8.4800  0.311
H 2.1970 5.6358 10.0578  0.325
H 4.0754 5.4392 8.5812  0.378
H 3.8013 6.9863 9.3654  0.338
H 5.2681 7.9447 7.6540  0.348
H 4.4552 8.3820 6.3378  0.267
H 5.0999 6.7828 6.2111  0.277
C -4.0499 -8.0288 6.2272  -0.795
O -2.6243 -8.2018 6.3173  -0.313
C -2.0254 -8.1706 5.0877  -0.633
C -0.4785 -8.0434 5.2410  -0.758
N 0.1099 -6.7805 5.5720  -0.378
C -0.5794 -6.0718 6.6528  -0.335
C -0.0379 -4.6382 6.9848  -0.664
O -1.0635 -3.9913 7.8210  -0.306
C -0.8284 -2.5978 7.8174  -0.683
H -4.4796 -8.8662 5.6774  0.319
H -4.3488 -7.1379 5.6749  0.331
H -4.5364 -7.9522 7.1996  0.263
H -2.3059 -7.2526 4.5712  0.334
H -2.3345 -8.9975 4.4484  0.511
H 0.1264 -8.4549 4.4329  0.434
H -0.1040 -8.7059 6.0214  0.387
H 1.1140 -6.7787 5.6811  0.245
H -0.5067 -6.7075 7.5352  0.243
H -1.6048 -5.8638 6.3471  0.191
H 0.0601 -4.1139 6.0342  0.374
H 0.9331 -4.5649 7.4747  0.418
H -1.6031 -2.0377 8.3411  0.248
H -0.8654 -2.2826 6.7747  0.296
H 0.1890 -2.4489 8.1793  0.272
C 0.3397 18.1058 -3.0288  -0.695
O 0.2279 16.8327 -2.3915  -0.289
C -0.7056 15.8850 -2.8712  -0.584
C -0.1718 14.5358 -2.4282  -0.354
N -0.6291 13.3777 -3.2425  -0.391
C -0.8411 12.1795 -2.3932  -0.502
C -1.3517 11.0196 -3.2232  -0.522
O -2.0008 9.9485 -2.3826  -0.320
C -1.8556 8.6405 -2.8750  -0.717
H 1.0987 18.6398 -2.4572  0.228
H -0.5617 18.7139 -2.9515  0.270
H 0.6210 17.8832 -4.0581  0.313
H -0.9225 15.9381 -3.9381  0.410
H -1.6248 16.0844 -2.3204  0.220
H -0.4184 14.4501 -1.3700  0.238
H 0.9044 14.6795 -2.5246  0.294
H 0.2250 13.1308 -3.7217  0.277
H -1.6253 12.3633 -1.6588  0.371
H 0.0958 11.9392 -1.8906  0.262
H -0.5507 10.6132 -3.8407  0.324
H -2.1675 11.2462 -3.9098  0.307
H -0.8648 8.4184 -3.2714  0.316
H -2.4798 8.3111 -3.7056  0.287
H -2.0308 8.0028 -2.0086  0.255

[2]
The following is a quantum chemistry calculation of 8 unconnected molecules or ions with the total composition C43H106Cl3O28P7, from OMol25.

LUMO level (alpha / beta) in eV: 1.847 / 1.841
HOMO (alpha / beta) in Eh: 0.0200 / -0.2417
2S+1: 2
Net charge: -1
<S²>: 0.75
Frontier orbital gap (alpha / beta) in eV: 1.30 / 8.42

Last column: Mulliken spin population.
Geometry (Å):
C -1.6824 -9.5036 -1.6967  0.044
C -0.3139 -8.9740 -2.0972  0.062
O -0.2565 -7.6322 -1.6887  -0.016
P 0.3187 -6.4592 -2.6789  -0.109
O 1.7893 -6.3914 -2.8189  -0.003
O -0.3426 -5.1587 -2.0053  0.000
C -1.7205 -4.9981 -2.1821  0.011
C -2.4098 -4.5445 -0.8681  0.015
O -0.4882 -6.6583 -4.0742  0.003
C 0.1424 -6.5835 -5.3213  0.012
C -0.3370 -5.4614 -6.2259  -0.002
H -1.7878 -10.5646 -1.9232  -0.006
H -1.8696 -9.4366 -0.6250  0.017
H -2.4957 -8.8882 -2.0815  -0.005
H 0.3660 -9.5762 -1.4945  -0.017
H 0.0339 -9.0440 -3.1278  -0.006
H -1.9518 -4.2371 -2.9274  0.007
H -2.2131 -5.8800 -2.5916  0.004
H -3.4002 -4.1481 -1.0920  0.007
H -2.3446 -5.3717 -0.1614  -0.004
H -1.8150 -3.7217 -0.4713  0.016
H 1.2286 -6.5992 -5.2327  0.001
H -0.0394 -7.6024 -5.6635  0.000
H 0.0415 -5.7036 -7.2190  0.000
H -1.4224 -5.4366 -6.3229  -0.001
H -0.0236 -4.4677 -5.9061  0.002
C -1.6163 -0.5014 -6.9975  -0.001
C -0.1186 -0.8596 -6.6898  0.001
O -0.1137 -1.8534 -5.6895  -0.001
P -0.0255 -1.4152 -4.1667  0.005
O 0.6536 -0.1528 -3.8793  -0.002
O -1.5652 -1.4642 -3.5924  0.002
C -1.9562 -1.0230 -2.2769  -0.042
C -2.1904 0.5302 -2.2251  0.006
O 0.6797 -2.6767 -3.3463  -0.003
C 1.9472 -3.1236 -3.7351  0.014
C 2.7335 -3.2144 -2.4944  0.012
H -2.0876 -1.3520 -7.4900  0.000
H -2.1570 -0.4168 -6.0549  0.001
H -1.7178 0.4139 -7.5807  -0.001
H 0.3609 -1.3489 -7.5376  -0.001
H 0.4279 0.0129 -6.3317  0.000
H -2.9168 -1.4973 -2.0755  -0.002
H -1.1623 -1.2849 -1.5775  0.006
H -1.2510 1.0667 -2.3585  0.000
H -2.8080 0.8769 -3.0537  0.002
H -2.6639 0.9009 -1.3160  -0.002
H 1.8451 -4.1717 -4.0165  0.000
H 2.5110 -2.5784 -4.4921  0.000
H 3.7528 -3.4706 -2.7833  0.002
H 2.8738 -2.2748 -1.9601  -0.004
H 2.2910 -3.9862 -1.8645  0.002
C 3.2053 0.3838 4.2693  -0.047
C 3.3452 -1.1222 4.6033  -0.031
O 3.4646 -1.3538 6.0219  -0.012
P 3.6773 -2.8646 6.5843  0.033
O 2.9860 -3.8936 5.7786  0.005
O 5.3192 -3.0044 6.8553  -0.007
C 5.9794 -1.9974 7.5939  0.003
C 6.4961 -0.8237 6.7891  -0.005
O 3.1035 -2.7908 8.1100  -0.052
C 3.0687 -3.9691 8.8625  0.035
C 2.2809 -3.8436 10.1831  0.092
H 3.9893 0.9027 4.8210  -0.005
H 3.4474 0.5290 3.2165  0.003
H 2.3578 0.9841 4.6002  0.021
H 2.5361 -1.7639 4.2543  0.041
H 4.2807 -1.5493 4.2422  0.013
H 5.3409 -1.6210 8.3931  -0.001
H 6.8070 -2.5295 8.0629  0.002
H 6.5342 0.0961 7.3727  0.000
H 7.4605 -1.0369 6.3281  -0.003
H 5.8268 -0.5242 5.9826  0.008
H 2.5131 -4.6817 8.2529  -0.001
H 4.0976 -4.3241 8.9218  -0.004
H 2.7272 -3.1033 10.8471  -0.002
H 1.2158 -3.6527 10.0522  -0.003
H 2.3097 -4.7612 10.7706  -0.019
C -10.2217 -1.6859 -1.2968  0.001
C -9.2499 -0.5014 -1.3173  0.002
O -7.9852 -1.0518 -1.0633  -0.015
P -6.6589 -0.3911 -1.6245  -0.019
O -5.4085 -1.2045 -1.4382  0.015
O -7.0927 -0.0513 -3.1595  0.000
C -6.2497 0.7466 -3.9172  0.008
C -5.3560 -0.1662 -4.8560  -0.004
O -6.6904 1.1061 -0.9060  0.009
C -5.4551 1.6251 -0.5411  -0.013
C -5.7833 2.9177 0.2894  0.009
H -10.0314 -2.3721 -0.4715  0.000
H -11.2202 -1.2637 -1.1834  -0.001
H -10.1751 -2.3476 -2.1617  0.001
H -9.2176 0.0245 -2.2714  0.001
H -9.4677 0.1804 -0.4952  0.000
H -6.8711 1.3272 -4.5990  0.000
H -5.7635 1.5243 -3.3283  0.000
H -4.7569 -0.9752 -4.4380  0.002
H -5.9702 -0.6964 -5.5839  -0.001
H -4.6330 0.4778 -5.3566  0.001
H -4.9412 0.8895 0.0776  0.009
H -4.8862 1.8636 -1.4398  -0.003
H -6.4337 2.6333 1.1165  -0.003
H -4.8759 3.2760 0.7756  0.000
H -6.2688 3.6588 -0.3456  0.000
C 2.1156 5.9264 -1.1739  0.000
C 1.3270 7.1011 -0.6409  0.000
O 0.8524 6.7147 0.6327  0.000
P 0.0213 7.8235 1.5560  0.000
O -0.1174 7.5421 2.9828  -0.001
O -1.3441 7.8006 0.6536  0.000
C -2.3910 6.9928 1.1012  0.001
C -2.3879 5.6340 0.3864  -0.003
O 0.7280 9.1996 1.2176  0.000
C 0.3162 10.3367 1.9032  0.000
C 1.3451 11.3400 1.3884  0.000
H 2.5001 6.0482 -2.1865  0.000
H 3.0213 5.8366 -0.5740  0.000
H 1.6459 4.9449 -1.2379  0.000
H 1.9713 7.9611 -0.4581  0.000
H 0.5222 7.2997 -1.3487  0.000
H -2.4727 6.8527 2.1791  0.000
H -3.2664 7.6092 0.8961  0.000
H -3.1987 4.9525 0.6439  0.001
H -2.2890 5.8620 -0.6749  0.000
H -1.5218 5.1227 0.8064  0.001
H -0.6624 10.7250 1.6210  0.000
H 0.2797 10.1655 2.9791  0.000
H 2.3273 11.0077 1.7245  0.000
H 1.3299 11.2006 0.3075  0.000
H 1.1871 12.3421 1.7870  0.000
C 1.3200 3.5317 1.9500  -0.003
C 0.1509 3.3381 2.9344  -0.007
O -0.1852 1.9619 3.0132  -0.031
P -1.2539 1.3491 1.9283  0.031
O -2.2289 2.2864 1.3132  0.002
O -0.2772 0.5144 0.9474  0.050
C 0.6265 -0.3978 1.4660  -0.006
C 0.9035 -1.5387 0.3612  -0.008
O -1.9777 0.2030 2.8146  -0.050
C -3.0766 -0.6518 2.3273  0.087
C -2.6553 -1.5915 1.1511  -0.029
H 1.0363 3.3328 0.9165  0.002
H 1.7805 4.5157 1.8623  -0.002
H 2.0115 2.7265 2.1983  0.001
H 0.5506 3.7057 3.8795  -0.001
H -0.6579 4.0097 2.6463  -0.001
H 1.4905 0.1347 1.8634  -0.074
H 0.1899 -0.9005 2.3290  -0.028
H 1.4720 -2.3342 0.8430  -0.028
H -0.0091 -2.0338 0.0294  0.038
H 1.3788 -1.1234 -0.5275  0.032
H -3.4681 -1.2701 3.1351  0.012
H -3.8841 0.0106 2.0156  0.001
H -2.0725 -1.0603 0.3986  0.001
H -2.0857 -2.4524 1.5012  0.012
H -3.5732 -1.7940 0.5994  -0.003
C 2.2618 3.0456 -4.0675  0.000
C 3.5281 3.4669 -3.3711  -0.001
O 3.5017 2.8736 -2.1363  -0.009
P 4.8458 2.9806 -1.2217  -0.002
O 5.6474 4.2294 -1.2417  0.000
O 4.3298 2.4806 0.2171  -0.029
C 5.2660 2.2475 1.3262  0.020
C 5.2384 3.4954 2.1904  0.009
O 5.6922 1.7408 -1.7933  -0.001
C 5.0765 0.4711 -2.0139  -0.007
C 5.3283 -0.4371 -0.7908  -0.001
H 1.4076 3.5177 -3.5823  0.000
H 2.2373 3.4732 -5.0698  0.000
H 2.1229 1.9724 -4.1985  0.000
H 4.4183 3.1110 -3.8898  0.000
H 3.7015 4.5363 -3.2503  0.000
H 4.8997 1.3882 1.8879  0.012
H 6.2752 2.0777 0.9510  -0.003
H 4.3172 3.6160 2.7604  -0.001
H 6.1027 3.4568 2.8536  -0.001
H 5.2630 4.3781 1.5514  0.001
H 4.0090 0.5682 -2.2113  0.001
H 5.4948 0.1141 -2.9550  -0.002
H 5.0233 -1.4337 -1.1100  0.006
H 6.4110 -0.5311 -0.7067  0.000
H 4.7258 -0.2465 0.0973  0.011
C 0.1149 -4.9938 4.3083  0.329
Cl 0.3548 -3.5183 3.3098  0.125
Cl -0.3429 -6.3106 3.2607  0.108
Cl -1.1271 -4.7381 5.6145  0.362
H 1.0909 -5.1674 4.7614  -0.018